Arrangement a

This record from the OMol25 dataset describes 2 unconnected molecules or ions with the total composition C3H8N2. The level of theory is the ωB97M-V functional and the def2-TZVPD basis.

Results
LUMO	0.800	eV
2S+1	1
net charge	0
SMILES string	[H]/N=C\N.C=C

Structure (XYZ):
```
13
Properties=species:S:1:pos:R:3:mulliken_charge:R:1
H 5.52 1.57 0.83 0.211
N 4.79 2.22 1.09 -0.704
C 3.72 1.56 1.43 0.114
N 2.83 1.18 0.48 -0.487
H 3.50 1.40 2.51 0.309
H 2.97 1.72 -0.37 0.317
H 1.90 0.92 0.75 0.239
C -4.75 -1.99 -0.82 -0.421
C -3.63 -1.63 -1.46 -0.485
H -5.74 -1.85 -1.35 0.202
H -4.62 -2.44 0.16 0.237
H -3.67 -1.30 -2.49 0.260
H -2.83 -1.35 -0.75 0.207
```



Arrangement b

This record from the OMol25 dataset describes C3H8N2 in the gas phase. The level of theory is the ωB97M-V functional and the def2-TZVPD basis.

Results
LUMO	1.072	eV
2S+1	1
net charge	0
SMILES string	CC(C)=NN

Structure (XYZ):
```
13
Properties=species:S:1:pos:R:3:mulliken_charge:R:1
C -1.76 -0.67 0.03 -1.066
C -0.39 -0.04 -0.03 1.059
C -0.30 1.47 -0.02 -1.484
N 0.61 -0.82 -0.02 -0.385
N 1.86 -0.23 -0.08 -0.540
H -1.65 -1.75 -0.03 0.341
H -2.32 -0.40 0.94 0.259
H -2.37 -0.35 -0.83 0.278
H 0.41 1.79 -0.78 0.421
H 0.05 1.82 0.96 0.351
H -1.28 1.93 -0.19 0.305
H 2.55 -0.90 0.24 0.264
H 1.94 0.65 0.44 0.197
```



Tell me which of them is the least stable. Sure, it is arrangement a.



Arrangement a

This record from the OMol25 dataset describes 2 unconnected molecules or ions with the total composition C3H8N2. The level of theory is the ωB97M-V functional and the def2-TZVPD basis.

Results
LUMO	0.950	eV
2S+1	1
net charge	0
SMILES string	[H]/N=C/N.C=C

Structure (XYZ):
```
13
Properties=species:S:1:pos:R:3:mulliken_charge:R:1
H 1.66 0.73 2.93 0.239
N 1.98 0.25 2.10 -0.682
C 1.25 -0.73 1.77 0.132
N 1.25 -1.27 0.50 -0.443
H 0.59 -1.29 2.45 0.299
H 1.97 -0.92 -0.11 0.245
H 0.86 -2.19 0.52 0.221
C -1.95 1.41 -1.94 -0.462
C -1.20 0.40 -1.52 -0.412
H -2.05 2.28 -1.30 0.216
H -2.61 1.36 -2.80 0.248
H -0.40 0.60 -0.81 0.166
H -1.36 -0.64 -1.78 0.232
```



Arrangement b

This record from the OMol25 dataset describes 2 unconnected molecules or ions with the total composition C3H8N2. The level of theory is the ωB97M-V functional and the def2-TZVPD basis.

Results
LUMO	0.994	eV
2S+1	1
net charge	0
SMILES string	[H]/N=C/N.C=C

Structure (XYZ):
```
13
Properties=species:S:1:pos:R:3:mulliken_charge:R:1
H 1.53 1.65 1.80 0.241
N 2.08 1.26 1.04 -0.703
C 1.27 0.67 0.25 0.251
N 1.67 -0.19 -0.73 -0.426
H 0.23 0.99 0.15 0.162
H 2.66 -0.31 -0.75 0.240
H 1.02 -0.85 -1.11 0.227
C -2.47 -0.44 -0.78 -0.559
C -2.44 -1.24 0.29 -0.373
H -2.93 -0.52 -1.75 0.275
H -2.14 0.58 -0.56 0.193
H -2.96 -2.19 0.26 0.252
H -2.02 -0.78 1.17 0.221
```



Tell me which of them is the least stable. Sure, it is arrangement a.



Arrangement a

This record from the OMol25 dataset describes C3H8N2 in the gas phase. The level of theory is the ωB97M-V functional and the def2-TZVPD basis.

Results
LUMO	1.043	eV
2S+1	1
net charge	0
SMILES string	C/C(N)=C/N

Structure (XYZ):
```
13
Properties=species:S:1:pos:R:3:mulliken_charge:R:1
C 1.47 0.31 0.99 -1.125
C 0.26 0.29 0.13 0.644
N -0.72 1.31 0.32 -0.533
C -0.11 -0.84 -0.55 -0.393
N -1.29 -0.82 -1.38 -0.718
H 1.48 -0.66 1.27 0.360
H 1.37 0.92 1.89 0.325
H 2.36 0.77 0.43 0.236
H -1.60 0.99 -0.09 0.238
H -0.26 2.22 0.00 0.238
H 0.43 -1.83 -0.44 0.203
H -2.00 -0.92 -0.70 0.245
H -1.38 -1.74 -1.88 0.282
```



Arrangement b

This record from the OMol25 dataset describes C3H8N2 in the gas phase. The level of theory is the ωB97M-V functional and the def2-TZVPD basis.

Results
LUMO	0.926	eV
2S+1	1
net charge	0
SMILES string	C/C(N)=C\N

Structure (XYZ):
```
13
Properties=species:S:1:pos:R:3:mulliken_charge:R:1
C 0.57 -0.39 -1.29 -1.074
C 0.17 -0.12 0.10 0.313
N 0.89 -1.07 1.36 -0.670
C -0.62 0.40 0.96 -0.099
N -1.50 1.48 0.05 -0.627
H -0.06 0.16 -2.00 0.325
H 1.61 -0.09 -1.44 0.277
H 0.50 -1.46 -1.51 0.293
H 1.76 -1.45 0.98 0.233
H 0.29 -1.86 1.60 0.210
H -0.73 0.69 1.99 0.396
H -1.16 2.44 0.12 0.196
H -1.72 1.28 -0.92 0.227
```



Tell me which of them is the least stable. Sure, it is arrangement b.



Arrangement a

This record from the OMol25 dataset describes Br2OS2 in the gas phase. The level of theory is the ωB97M-V functional and the def2-TZVPD basis.

Results
LUMO (spin up / spin down)	-1.964 / -2.789	eV
2S+1	1
net charge	0

Structure (XYZ):
```
5
Properties=species:S:1:pos:R:3:mulliken_charge:R:1
O 0.65 1.43 0.30 -0.356
S 0.88 0.39 -0.73 0.399
S -2.77 0.14 0.73 -0.134
Br 2.53 -0.90 0.07 -0.050
Br -1.29 -1.05 -0.38 0.142
```



Arrangement b

This record from the OMol25 dataset describes Br2OS2 in the gas phase. The level of theory is the ωB97M-V functional and the def2-TZVPD basis.

Results
LUMO	-0.500	eV
2S+1	1
net charge	0
SMILES string	BrSOSBr

Structure (XYZ):
```
5
Properties=species:S:1:pos:R:3:mulliken_charge:R:1
Br -1.61 -0.93 0.99 -0.017
S 0.12 -1.53 -0.12 0.147
O 0.22 -0.27 -1.15 -0.244
S -0.11 1.26 -0.62 0.109
Br 1.38 1.48 0.89 0.004
```



Tell me which of them is the least stable. Sure, it is arrangement a.



Arrangement a

This record from the OMol25 dataset describes 4 unconnected molecules or ions with the total composition C3H14O3S. The level of theory is the ωB97M-V functional and the def2-TZVPD basis.

Results
LUMO	0.641	eV
2S+1	1
net charge	0
SMILES string	CCCS.O.O.O

Structure (XYZ):
```
21
Properties=species:S:1:pos:R:3:mulliken_charge:R:1
C -1.83 -2.03 0.77 -1.161
C -1.29 -1.58 -0.59 -0.205
C -0.72 -0.22 -0.46 -0.803
S 0.32 0.28 -1.97 -0.232
H -2.60 -2.79 0.85 0.337
H -1.03 -2.46 1.39 0.301
H -2.18 -1.17 1.35 0.292
H -2.07 -1.67 -1.35 0.267
H -0.50 -2.28 -0.86 0.260
H -1.37 0.58 -0.10 0.463
H 0.05 -0.15 0.31 0.341
H -0.36 1.46 -1.99 0.122
O 4.45 -0.31 0.10 -0.632
H 4.83 0.25 -0.58 0.316
H 5.14 -0.97 0.35 0.319
O -1.28 2.54 -4.09 -0.599
H -1.05 3.39 -4.45 0.306
H -2.26 2.57 -4.13 0.309
O 1.23 1.13 5.25 -0.639
H 2.02 1.68 5.10 0.323
H 0.53 1.77 5.08 0.316
```



Arrangement b

This record from the OMol25 dataset describes 4 unconnected molecules or ions with the total composition C3H14O3S. The level of theory is the ωB97M-V functional and the def2-TZVPD basis.

Results
LUMO	0.398	eV
2S+1	1
net charge	0
SMILES string	CCCS.O.O.O

Structure (XYZ):
```
21
Properties=species:S:1:pos:R:3:mulliken_charge:R:1
C -1.93 -0.42 1.92 -1.353
C -1.27 -0.50 0.58 0.223
C -1.75 0.59 -0.30 -0.702
S -1.49 0.53 -2.16 -0.167
H -2.05 0.67 2.27 0.286
H -2.93 -0.92 1.86 0.321
H -1.23 -0.96 2.65 0.358
H -1.32 -1.53 0.34 0.316
H -0.28 -0.39 0.91 0.085
H -2.95 0.68 -0.34 0.329
H -1.47 1.70 0.14 0.315
H -0.28 -0.02 -2.13 0.101
O 3.72 -0.03 -0.77 -0.728
H 3.13 0.74 -1.03 0.358
H 4.09 0.18 0.14 0.324
O 1.26 -1.18 -1.39 -0.556
H 1.32 -1.99 -1.98 0.253
H 2.15 -1.09 -1.01 0.361
O 1.20 1.62 -0.07 -0.621
H 0.73 1.00 -0.47 0.145
H 1.33 1.35 0.87 0.354
```



Tell me which of them is the least stable. Sure, it is arrangement b.



Arrangement a

This record from the OMol25 dataset describes a molecular structure, H24HeO12. The level of theory is the ωB97M-V functional and the def2-TZVPD basis.

Results
LUMO	-0.378	eV
2S+1	1
net charge	0

Structure (XYZ):
```
37
Properties=species:S:1:pos:R:3:mulliken_charge:R:1
He 16.36 14.70 -8.06 0.022
O 13.50 12.85 -7.54 -0.771
H 13.83 13.45 -6.87 0.453
H 13.55 13.35 -8.35 0.356
O 13.79 14.05 -10.10 -0.688
H 13.12 14.07 -10.79 0.288
H 14.62 13.97 -10.57 0.297
O 13.28 17.11 -6.20 -0.673
H 13.61 17.11 -7.10 0.387
H 13.11 18.04 -6.01 0.322
O 18.48 13.12 -8.62 -0.599
H 18.46 14.07 -8.72 0.259
H 18.44 12.98 -7.68 0.399
O 14.30 16.46 -8.78 -0.707
H 14.10 15.57 -9.06 0.352
H 15.25 16.54 -8.88 0.343
O 16.85 16.45 -10.18 -0.709
H 16.51 16.11 -11.01 0.308
H 16.99 17.39 -10.34 0.324
O 16.65 15.32 -4.24 -0.608
H 15.79 15.05 -4.58 0.437
H 16.58 15.20 -3.29 0.318
O 19.81 16.76 -6.95 -0.631
H 19.71 16.34 -6.09 0.311
H 19.99 16.04 -7.55 0.328
O 15.03 10.88 -6.46 -0.639
H 14.53 11.54 -6.94 0.420
H 15.63 10.51 -7.11 0.292
O 14.43 14.82 -5.66 -0.908
H 14.06 15.69 -5.82 0.449
H 13.84 14.42 -5.02 0.314
O 19.62 15.53 -9.47 -0.613
H 18.74 15.65 -9.84 0.364
H 20.20 15.88 -10.15 0.251
O 17.98 12.56 -6.02 -0.668
H 18.66 12.63 -5.35 0.288
H 17.28 13.14 -5.71 0.333
```



Arrangement b

This record from the OMol25 dataset describes a molecular structure, H24HeO12. The level of theory is the ωB97M-V functional and the def2-TZVPD basis.

Results
LUMO	-0.131	eV
2S+1	1
net charge	0

Structure (XYZ):
```
37
Properties=species:S:1:pos:R:3:mulliken_charge:R:1
He -14.27 15.10 -5.42 0.026
O -11.87 15.16 -2.29 -0.657
H -12.59 15.70 -2.62 0.322
H -11.85 14.40 -2.88 0.424
O -11.05 17.91 -5.12 -0.707
H -11.22 18.05 -4.19 0.329
H -11.22 16.98 -5.26 0.312
O -13.80 18.75 -4.63 -0.593
H -14.15 19.61 -4.87 0.281
H -12.90 18.76 -4.95 0.356
O -11.98 12.89 -3.78 -0.664
H -11.40 12.37 -4.33 0.284
H -12.80 12.94 -4.28 0.319
O -15.69 15.63 -7.27 -0.706
H -15.79 14.76 -7.66 0.302
H -15.12 16.10 -7.88 0.320
O -13.43 10.66 -5.83 -0.619
H -14.09 11.34 -5.65 0.370
H -13.20 10.79 -6.75 0.323
O -17.64 16.39 -5.71 -0.696
H -18.40 16.42 -6.29 0.305
H -16.92 16.11 -6.27 0.465
O -14.99 12.52 -4.53 -0.628
H -15.75 13.10 -4.47 0.289
H -15.17 11.82 -3.91 0.311
O -11.58 15.10 -6.74 -0.613
H -11.79 14.18 -6.88 0.265
H -10.69 15.09 -6.37 0.306
O -17.46 13.97 -4.17 -0.718
H -17.67 14.43 -3.36 0.292
H -17.57 14.64 -4.85 0.369
O -14.25 16.49 -2.84 -0.613
H -14.91 15.80 -2.85 0.288
H -14.53 17.10 -3.52 0.305
O -13.15 16.12 -8.83 -0.638
H -12.73 16.98 -8.81 0.322
H -12.89 15.70 -8.01 0.363
```



Tell me which of them is the least stable. Sure, it is arrangement a.